Computed, not measured: 14 unconnected molecules or ions with the total composition C52H140N8O21 in a non-equilibrium geometry, with ωB97M-V/def2-TZVPD.

The geometry in XYZ format:
```
221
Properties=species:S:1:pos:R:3:lowdin_charge:R:1
C 1.5373 3.3240 -2.0711 -0.10
O 2.8551 2.9527 -1.5816 -0.15
H 1.0101 2.3828 -2.2271 0.07
H 1.0527 4.0127 -1.3790 0.08
H 1.6665 3.9137 -2.9786 0.08
H 3.3108 2.3504 -2.1741 0.04
C 1.3517 2.7295 1.3127 -0.16
O 2.2935 3.7500 0.9790 -0.13
H 1.0706 2.9853 2.3343 0.07
H 0.4819 2.8914 0.6761 0.06
H 1.6360 1.6778 1.2769 0.08
H 2.6484 3.5438 0.1112 0.01
C -4.7039 -2.2165 3.1873 -0.17
O -5.8807 -1.4586 3.0131 -0.15
H -4.2517 -2.5348 2.2480 0.07
H -4.0410 -1.5427 3.7301 0.06
H -4.6853 -3.0426 3.8981 0.08
H -5.7242 -0.5204 3.1434 0.00
C -0.7793 -0.2842 -1.1129 -0.20
O 0.3929 -0.9451 -0.9778 -0.11
H -1.4306 -0.4759 -0.2602 0.09
H -0.3771 0.7222 -1.2288 0.07
H -1.2439 -0.3827 -2.0940 0.08
H 0.0995 -1.8179 -0.7063 0.06
C -2.3975 -3.3703 -3.1786 -0.17
O -2.7837 -4.3232 -4.1306 -0.11
H -3.0008 -3.5486 -2.2884 0.08
H -1.3915 -3.3754 -2.7590 0.06
H -2.3935 -2.3681 -3.6072 0.07
H -2.0090 -4.5322 -4.6575 0.01
C -1.6229 -5.0285 0.6494 -0.13
O -0.8121 -4.6938 -0.5256 -0.16
H -2.7034 -4.9289 0.5460 0.06
H -1.5086 -6.0900 0.8691 0.06
H -1.3359 -4.4169 1.5048 0.06
H -1.0460 -5.2997 -1.2325 -0.02
C 3.9424 -4.1548 -2.3958 -0.12
O 3.7613 -2.8075 -2.1730 -0.23
C 3.4727 -2.3903 -0.8519 -0.21
C 4.6494 -2.5019 0.0641 -0.20
N 4.4773 -3.4468 1.1329 -0.05
C 5.7186 -4.0438 1.5809 -0.21
C 5.3607 -5.1778 2.4716 -0.18
O 5.4037 -4.6659 3.8613 -0.23
C 5.2871 -5.6367 4.8817 -0.12
H 4.9434 -4.4412 -2.0734 0.08
H 3.9904 -4.2530 -3.4803 0.09
H 3.1707 -4.7021 -1.8545 0.09
H 2.4800 -2.8249 -0.7344 0.11
H 3.1520 -1.3521 -0.9383 0.10
H 4.8602 -1.4723 0.3529 0.12
H 5.4604 -2.8419 -0.5800 0.11
H 4.0644 -3.1174 1.9937 0.10
H 6.2903 -3.3998 2.2491 0.13
H 6.1729 -4.3809 0.6492 0.12
H 6.1143 -5.9459 2.2975 0.12
H 4.3421 -5.5649 2.4455 0.13
H 5.7866 -6.5405 4.5327 0.08
H 4.2308 -5.8672 5.0202 0.08
H 5.6209 -5.2480 5.8437 0.09
C -0.2707 -4.8436 -6.1522 -0.05
O -0.6645 -5.6093 -4.9951 -0.23
C 0.3750 -6.4912 -4.5410 -0.18
C 0.5003 -6.2880 -3.0370 -0.21
N -0.7907 -6.4667 -2.4229 -0.06
C -0.9011 -7.9005 -1.9874 -0.13
C -2.3742 -8.0094 -1.5224 -0.26
O -3.2667 -7.8453 -2.5667 -0.18
C -4.5170 -7.2651 -2.1152 -0.06
H -1.1567 -4.6311 -6.7505 0.10
H 0.4143 -5.4196 -6.7744 0.09
H 0.1249 -3.8973 -5.7835 0.09
H 1.3825 -6.2292 -4.8643 0.12
H 0.2347 -7.5490 -4.7637 0.13
H 0.8638 -5.2777 -2.8494 0.11
H 1.3477 -6.8130 -2.5961 0.13
H -1.3929 -6.4761 -3.2337 0.09
H -0.2683 -8.1411 -1.1332 0.12
H -0.7438 -8.5797 -2.8252 0.12
H -2.5275 -7.3556 -0.6639 0.10
H -2.6132 -9.0093 -1.1603 0.12
H -5.0061 -7.6643 -1.2267 0.09
H -5.1955 -7.2435 -2.9679 0.09
H -4.2520 -6.2433 -1.8433 0.08
C -1.9645 0.0626 2.9628 -0.11
O -2.2103 0.7307 4.1748 -0.21
C -1.0319 1.3729 4.6596 -0.18
C -1.2311 2.0510 6.0120 -0.22
N -1.0945 1.2186 7.1603 -0.06
C -1.2781 1.9399 8.3902 -0.22
C -1.2186 0.9145 9.5905 -0.18
O -2.5011 0.2214 9.5616 -0.20
C -2.5501 -0.9571 10.3767 -0.11
H -2.8961 -0.3654 2.5927 0.06
H -1.2990 -0.7813 3.1446 0.08
H -1.4804 0.7285 2.2484 0.09
H -0.6732 2.0470 3.8818 0.11
H -0.1857 0.6877 4.7110 0.12
H -2.1381 2.6527 6.0703 0.11
H -0.4044 2.7609 6.0391 0.12
H -1.6497 0.3758 7.1208 0.11
H -2.2116 2.4915 8.5024 0.11
H -0.5749 2.7638 8.5114 0.11
H -1.2755 1.6147 10.4239 0.11
H -0.2804 0.3598 9.5761 0.12
H -3.5907 -1.0444 10.6893 0.08
H -2.0643 -0.9384 11.3523 0.08
H -2.2304 -1.8128 9.7821 0.08
C -2.3661 5.4906 -8.0929 -0.10
O -2.4589 4.0452 -8.3246 -0.21
C -1.1545 3.3490 -8.2112 -0.19
C -1.2582 1.9113 -7.7327 -0.19
N -0.1765 1.5935 -6.8026 -0.08
C 1.1506 1.3104 -7.2745 -0.19
C 1.9115 0.7324 -6.0653 -0.24
O 1.4051 -0.5425 -5.7920 -0.17
C 1.9816 -1.2558 -4.7337 -0.10
H -1.9334 5.6800 -7.1106 0.06
H -3.3446 5.9636 -8.0100 0.08
H -1.6755 6.0053 -8.7609 0.08
H -0.5408 3.9457 -7.5363 0.11
H -0.7219 3.3996 -9.2104 0.11
H -1.1616 1.3442 -8.6585 0.11
H -2.2396 1.7159 -7.3005 0.12
H -0.4617 0.8508 -6.1804 0.10
H 1.6388 2.2524 -7.5244 0.12
H 1.1813 0.4958 -7.9982 0.12
H 2.0266 1.4007 -5.2120 0.12
H 2.9589 0.6675 -6.3602 0.11
H 3.0638 -1.3828 -4.7648 0.08
H 1.6025 -2.2739 -4.6455 0.07
H 1.7176 -0.8618 -3.7523 0.09
C 5.9086 -0.5157 8.0415 -0.10
O 5.3230 -0.3819 6.7611 -0.21
C 4.8124 0.8886 6.4822 -0.24
C 4.3334 0.8493 5.0450 -0.21
N 3.1521 0.0442 4.7291 -0.05
C 3.1435 -1.2612 5.4438 -0.18
C 2.1224 -2.1705 4.6661 -0.18
O 2.1529 -2.0054 3.2067 -0.21
C 1.1226 -2.7628 2.5458 -0.09
H 6.6428 0.2690 8.2235 0.08
H 6.4939 -1.3797 8.3562 0.08
H 5.0706 -0.5258 8.7385 0.09
H 5.5528 1.6883 6.4600 0.12
H 4.0567 1.2609 7.1739 0.13
H 5.0708 0.6107 4.2785 0.12
H 4.1056 1.8808 4.7764 0.11
H 3.2592 -0.1058 3.7360 0.09
H 2.8896 -1.1561 6.4986 0.12
H 4.1104 -1.7505 5.3263 0.10
H 1.1925 -1.7363 5.0335 0.10
H 2.0784 -3.1578 5.1258 0.11
H 1.2322 -2.6383 1.4685 0.07
H 0.0994 -2.4994 2.8141 0.06
H 1.2974 -3.8034 2.8192 0.09
C -6.8383 -0.0461 5.7911 -0.16
O -6.3539 0.9608 6.6127 -0.17
C -5.0644 1.3774 6.0037 -0.14
C -5.1448 2.0639 4.5617 -0.17
N -4.9569 1.2041 3.3998 -0.07
C -5.5226 1.7420 2.1962 -0.20
C -5.0547 0.9584 1.0019 -0.24
O -3.7467 1.3303 0.7597 -0.19
C -3.5317 1.9582 -0.5014 -0.09
H -6.1315 -0.7818 5.4073 0.08
H -7.3563 0.2893 4.8927 0.08
H -7.6468 -0.4612 6.3929 0.09
H -4.2972 0.6031 5.9996 0.11
H -4.7735 2.2449 6.5961 0.10
H -4.4817 2.9283 4.5258 0.11
H -6.1350 2.5122 4.4812 0.12
H -3.9542 1.1323 3.3027 0.07
H -5.2405 2.7878 2.0752 0.13
H -6.6090 1.6939 2.1210 0.13
H -5.7079 1.1541 0.1515 0.12
H -5.2054 -0.1150 1.1165 0.12
H -2.4633 2.1465 -0.6069 0.07
H -3.9702 2.9545 -0.5579 0.09
H -3.8514 1.3874 -1.3732 0.09
C -4.1104 10.9582 -3.6700 -0.07
O -3.8546 9.5685 -3.2072 -0.19
C -4.3622 9.3124 -1.9246 -0.26
C -4.1000 7.8295 -1.7076 -0.17
N -2.5602 7.6968 -1.7702 -0.04
C -2.1958 6.2886 -1.6519 -0.20
C -2.6054 5.4179 -2.8843 -0.19
O -2.0011 4.1332 -2.7550 -0.22
C -1.5784 3.4688 -3.8887 -0.13
H -5.1369 11.2716 -3.8599 0.08
H -3.7791 11.0421 -4.7050 0.08
H -3.6647 11.7360 -3.0499 0.08
H -5.4449 9.3310 -1.7999 0.11
H -3.9443 10.0316 -1.2203 0.12
H -4.7376 7.1466 -2.2691 0.11
H -4.3739 7.5823 -0.6819 0.11
H -2.2425 8.1653 -2.6066 0.09
H -2.6180 5.8177 -0.7641 0.11
H -1.1214 6.1354 -1.5500 0.11
H -2.3589 5.8630 -3.8483 0.12
H -3.6871 5.2931 -2.8355 0.11
H -2.2273 3.6807 -4.7385 0.08
H -1.7049 2.4094 -3.6655 0.08
H -0.5473 3.7030 -4.1533 0.07
C 7.6073 3.4150 -5.2238 -0.06
C 6.4187 2.5364 -4.7873 -0.45
C 6.0979 2.5815 -3.2918 -0.15
O 4.9472 1.7376 -3.0090 -0.25
C 5.0797 0.3246 -3.2509 -0.08
N 5.2707 2.9473 -5.5656 0.06
H 7.8729 2.9103 -6.1527 0.07
H 8.5014 3.4094 -4.6004 0.08
H 7.2963 4.4401 -5.4250 0.07
H 6.8173 1.5366 -4.9592 0.13
H 5.8679 3.6055 -2.9976 0.13
H 6.8439 2.1380 -2.6324 0.12
H 5.0920 -0.0247 -4.2833 0.08
H 4.2556 -0.1418 -2.7111 0.07
H 5.9398 -0.0714 -2.7111 0.09
H 4.9013 3.8383 -5.2661 0.08
H 4.5117 2.3227 -5.3338 0.04
```

Summary:
Total charge = 0
HOMO-LUMO gap = 8.85 eV
DFT total energy = -4082.6108 Eh